# 1
63
Properties=species:S:1:pos:R:3:forces:R:3 method="wB97M-V/def2-TZVPD" s2=0.751 total_charge=+2 relative_energy_kcal_mol=0.00 multiplicity=2 orbital_gap_ev="7.92 / 7.46" mol_weight_g_mol=592.593 homo_ev="-14.1 / -14.1"
Yb -0.735 0.453 0.221 -0.1 0.0 -0.1
C -4.250 0.778 -1.065 0.0 0.0 0.0
C -3.464 0.719 0.214 0.1 0.0 0.0
C -2.961 1.886 0.811 -0.1 0.0 -0.1
C -2.271 1.853 2.031 0.0 -0.1 0.0
C -1.740 3.103 2.666 0.0 0.0 0.0
C -2.054 0.606 2.635 0.0 0.0 0.1
C -2.547 -0.581 2.081 0.0 0.1 -0.1
C -2.393 -1.889 2.802 0.0 0.0 0.0
C -3.211 -0.508 0.844 -0.1 -0.1 0.0
H -3.892 1.562 -1.733 0.0 0.0 0.0
H -5.292 1.010 -0.833 0.0 0.0 0.0
H -4.237 -0.174 -1.592 0.0 0.0 0.0
H -3.114 2.840 0.319 -0.1 0.0 0.0
H -2.226 3.259 3.630 0.0 0.0 0.0
H -1.922 3.976 2.044 0.0 0.0 0.0
H -0.668 3.012 2.851 0.0 0.0 0.0
H -1.479 0.562 3.553 -0.1 0.0 0.0
H -3.154 -1.950 3.583 0.0 0.0 0.0
H -1.422 -1.977 3.288 0.0 0.0 0.0
H -2.544 -2.738 2.137 0.0 0.0 0.0
H -3.576 -1.422 0.385 -0.1 0.0 0.0
O 0.780 0.982 1.401 0.2 0.0 0.1
C 2.029 1.368 1.044 -0.3 -0.1 -0.1
C 3.127 0.888 1.748 0.1 0.1 -0.1
C 4.406 1.247 1.355 0.0 -0.1 0.1
C 4.605 2.075 0.257 0.0 0.1 -0.1
C 3.516 2.554 -0.443 0.0 0.0 0.1
C 2.209 2.219 -0.061 0.2 0.0 0.0
C 1.085 2.767 -0.828 0.1 0.0 0.1
N -0.119 2.221 -1.067 0.1 0.0 0.2
C -0.802 3.113 -1.886 0.0 -0.1 -0.1
C -0.011 4.175 -2.150 0.0 0.1 0.1
N 1.158 3.949 -1.463 0.0 -0.2 0.0
H 2.963 0.251 2.606 0.0 0.0 0.0
H 5.254 0.873 1.912 0.0 0.0 0.0
H 5.605 2.337 -0.055 0.0 0.0 0.0
H 3.686 3.168 -1.319 0.0 0.0 0.0
H -1.796 2.909 -2.245 0.0 0.0 0.0
H -0.164 5.060 -2.741 0.0 0.0 0.0
H 1.947 4.575 -1.407 0.0 0.0 0.0
C 0.488 -2.380 0.433 0.0 0.0 0.0
N 0.198 -1.491 -0.757 -0.2 0.2 0.1
C -0.634 -2.303 -1.718 0.0 0.0 0.0
N 0.028 -3.521 -2.098 0.0 0.0 0.0
C 0.288 -4.324 -0.900 0.0 0.0 0.0
N 1.141 -3.600 0.049 0.0 0.0 0.0
C 2.409 -3.263 -0.616 0.0 0.0 0.0
N 2.177 -2.450 -1.812 0.0 0.0 0.0
C 1.525 -1.226 -1.437 0.0 0.1 0.0
C 1.311 -3.194 -2.732 0.0 0.0 0.0
H -0.471 -2.607 0.913 0.0 -0.1 0.0
H 1.118 -1.817 1.130 0.0 0.0 0.0
H -0.823 -1.690 -2.604 0.0 0.0 0.0
H -1.587 -2.538 -1.232 0.0 0.0 0.0
H 0.785 -5.248 -1.190 0.0 0.0 0.0
H -0.659 -4.576 -0.418 0.0 0.0 0.0
H 2.915 -4.184 -0.900 0.0 0.0 0.0
H 3.045 -2.714 0.080 0.0 0.0 0.0
H 1.325 -0.615 -2.321 0.0 0.0 0.0
H 2.154 -0.659 -0.744 0.0 0.0 0.0
H 1.807 -4.118 -3.025 0.0 0.0 0.0
H 1.132 -2.595 -3.627 0.0 0.0 0.0

# 2
85
Properties=species:S:1:pos:R:3:forces:R:3 method="wB97M-V/def2-TZVPD" total_charge=+2 relative_energy_kcal_mol=0.00 orbital_gap_ev=5.32 mol_weight_g_mol=1158.163 homo_ev=-12.5
Pt -1.431 0.900 -0.507 0.4 -0.3 -0.4
Br -2.901 3.552 0.203 0.0 -0.1 -0.1
C -4.455 2.568 0.793 0.0 -0.1 0.0
Br -4.270 0.687 0.410 -0.4 0.0 0.1
H -5.314 2.937 0.256 -0.1 0.1 -0.1
H -4.553 2.690 1.860 0.0 0.0 0.1
C 2.254 0.575 -1.031 -0.1 -0.1 -0.2
C 2.290 -0.815 -1.687 0.0 0.0 0.2
C 1.460 -1.843 -0.917 0.0 0.2 -0.1
Sb -0.659 -1.599 -0.912 0.2 0.4 0.1
C -1.157 -3.138 0.447 -0.2 0.1 0.1
C -1.933 -4.213 0.014 0.0 0.1 0.1
C -2.214 -5.251 0.893 0.0 0.0 0.0
C -1.736 -5.215 2.196 0.0 0.0 0.0
C -0.953 -4.149 2.623 0.0 0.0 0.0
C -0.661 -3.109 1.752 0.0 -0.2 -0.1
C -1.278 -2.424 -2.737 -0.2 0.1 0.1
C -2.643 -2.552 -2.989 0.1 -0.1 0.0
C -3.071 -3.184 -4.149 0.0 0.0 0.0
C -2.137 -3.671 -5.057 0.0 0.0 0.0
C -0.777 -3.531 -4.807 0.0 0.0 0.0
C -0.341 -2.907 -3.644 -0.1 -0.1 0.0
Sb 0.874 2.049 -1.761 0.0 0.5 -0.3
C -0.445 1.048 -3.138 -0.1 0.0 -0.1
C -0.054 0.354 -4.278 -0.2 0.0 0.0
C -1.016 -0.173 -5.133 -0.1 0.1 0.0
C -2.382 -0.055 -4.852 0.2 0.0 -0.1
C -2.795 0.610 -3.719 0.1 0.1 0.2
C -1.830 1.175 -2.867 0.2 -0.4 0.1
C 2.008 2.951 -3.324 0.1 -0.1 0.1
C 1.406 3.964 -4.069 0.2 -0.1 0.0
C 2.069 4.494 -5.167 0.0 0.0 0.0
C 3.327 4.018 -5.519 0.0 0.0 0.0
C 3.929 3.015 -4.773 0.0 0.0 0.1
C 3.273 2.478 -3.669 -0.1 0.2 -0.1
H 3.219 1.079 -1.091 0.0 -0.1 0.0
H 2.015 0.485 0.032 0.1 0.0 0.0
H 3.322 -1.173 -1.693 0.0 0.0 0.0
H 1.979 -0.777 -2.733 0.0 0.0 0.0
H 1.751 -1.863 0.135 0.0 0.0 0.0
H 1.594 -2.855 -1.307 0.0 0.0 0.0
H -2.305 -4.260 -1.000 0.0 0.0 0.0
H -2.806 -6.093 0.555 0.0 0.0 0.0
H -1.965 -6.023 2.878 0.0 0.0 0.0
H -0.560 -4.134 3.632 0.0 0.0 0.0
H -0.015 -2.305 2.085 0.0 0.0 0.0
H -3.377 -2.174 -2.284 0.0 0.0 0.0
H -4.130 -3.301 -4.341 0.0 0.0 0.0
H -2.471 -4.168 -5.959 0.0 0.0 0.0
H -0.053 -3.917 -5.513 0.0 0.0 0.0
H 0.722 -2.816 -3.457 0.0 0.0 0.0
H 0.996 0.271 -4.535 0.0 0.0 0.0
H -0.704 -0.669 -6.046 0.0 0.0 0.1
H -3.114 -0.462 -5.536 0.1 0.0 0.0
H -3.851 0.747 -3.517 0.0 0.0 0.0
H -2.188 1.928 -2.157 -0.1 0.4 -0.2
H 0.428 4.346 -3.799 0.0 0.0 0.0
H 1.605 5.283 -5.747 0.0 0.0 0.0
H 3.843 4.438 -6.373 0.0 0.0 0.0
H 4.911 2.650 -5.045 0.0 0.0 0.0
H 3.759 1.701 -3.092 0.0 0.0 0.0
N 0.839 0.366 6.245 0.0 -0.1 0.0
C 1.543 0.868 7.318 -0.1 -0.1 -0.1
C 1.800 0.365 8.594 0.0 -0.1 0.0
C 2.549 1.167 9.421 0.1 0.1 0.0
C 3.033 2.429 9.002 0.0 -0.1 0.1
C 2.778 2.914 7.745 0.0 0.1 0.0
C 2.017 2.113 6.885 0.0 0.1 -0.1
N 1.612 2.351 5.589 0.2 0.1 0.2
C 0.921 1.300 5.245 -0.1 -0.1 0.0
C 0.303 1.179 3.934 0.0 -0.1 0.1
C 0.506 2.202 3.006 0.0 0.1 0.1
C -0.060 2.123 1.762 -0.1 0.0 0.0
N -0.826 1.077 1.391 0.1 -1.0 0.3
C -1.050 0.090 2.283 -0.1 0.5 0.1
C -0.509 0.110 3.546 0.0 0.0 0.1
H 0.372 -0.522 6.221 0.0 0.0 0.0
H 1.433 -0.600 8.923 0.0 0.0 0.0
H 2.775 0.825 10.423 0.0 0.0 -0.1
H 3.616 3.023 9.695 0.0 -0.1 0.0
H 3.142 3.882 7.421 0.0 -0.1 0.0
H 1.104 3.061 3.282 0.0 -0.1 0.0
H 0.071 2.910 1.037 0.0 0.0 -0.1
H -1.714 -0.703 1.979 0.0 0.0 -0.1
H -0.742 -0.707 4.217 0.0 0.0 0.0

# 3
46
Properties=species:S:1:pos:R:3:forces:R:3 method="wB97M-V/def2-TZVPD" total_charge=0 orbital_gap_ev=4.75 mol_weight_g_mol=308.825 homo_ev=-5.4
C 0.434 -2.807 2.163 -0.8 -0.5 -0.7
C -1.160 -2.611 2.321 0.4 1.2 1.2
O -1.587 -1.772 3.151 0.8 -1.8 -2.5
N -1.986 -3.437 1.452 0.8 1.4 2.3
C -3.326 -2.873 1.235 -1.4 0.8 -2.7
C -4.468 -2.745 2.328 -0.2 -0.2 -0.1
O -3.576 -2.470 0.066 0.9 -1.0 3.7
C -2.025 -4.876 1.852 -0.3 -0.4 -1.8
F -0.931 -5.479 1.067 -0.7 0.7 1.1
Cl -1.540 -5.123 3.621 0.4 0.2 -0.1
H 1.036 -2.171 2.882 -1.1 -0.8 -0.7
H 0.699 -3.918 2.254 -0.4 1.6 -0.1
H 0.683 -2.492 1.092 -0.3 -0.5 1.2
H -5.471 -2.926 1.798 1.6 0.1 0.7
H -4.523 -1.660 2.705 0.4 -1.7 -0.5
H -4.351 -3.485 3.196 0.0 1.2 -1.3
C 0.456 4.296 0.210 0.0 0.0 0.2
C 1.895 3.828 0.030 -0.1 0.1 0.1
C 2.235 3.403 -1.398 0.2 0.1 0.2
C 1.368 2.343 -2.080 0.3 0.0 0.0
N 1.471 0.912 -1.555 0.1 -0.5 -0.3
C 0.715 0.674 -0.249 -0.1 0.2 0.1
C -0.713 0.458 -0.676 -0.3 0.1 0.1
C -0.575 -0.427 -1.897 -0.3 -0.5 -0.2
C 0.739 -0.024 -2.557 0.0 0.1 0.1
C 2.909 0.482 -1.420 -0.4 0.3 0.0
H -0.269 3.520 -0.043 0.0 0.0 0.0
H 0.284 4.581 1.251 -0.1 0.0 -0.1
H 0.251 5.172 -0.411 0.0 -0.1 0.0
H 2.130 3.029 0.737 0.0 0.0 0.0
H 2.556 4.657 0.302 0.0 -0.1 -0.1
H 3.289 3.112 -1.438 -0.1 0.0 -0.1
H 2.170 4.300 -2.024 -0.1 -0.2 -0.1
H 1.693 2.293 -3.123 -0.1 -0.1 0.1
H 0.312 2.623 -2.085 0.1 -0.2 0.1
H 1.121 -0.233 0.207 0.0 0.1 -0.1
H 0.844 1.508 0.433 0.2 0.0 -0.1
H -1.197 1.403 -0.939 0.1 0.0 0.1
H -1.310 -0.010 0.110 0.1 0.0 0.0
H -1.424 -0.321 -2.575 0.1 0.0 0.0
H -0.531 -1.478 -1.599 -0.1 0.1 0.0
H 0.588 0.509 -3.496 0.2 0.1 0.2
H 1.369 -0.896 -2.740 0.1 0.2 0.0
H 3.370 1.050 -0.613 0.0 0.0 -0.1
H 3.413 0.663 -2.371 0.0 0.0 0.1
H 2.934 -0.581 -1.175 -0.1 0.1 0.0

# 4
17
Properties=species:S:1:pos:R:3:forces:R:3 method="wB97M-V/def2-TZVPD" total_charge=0 relative_energy_kcal_mol=38.92 orbital_gap_ev=10.08 mol_weight_g_mol=106.125 smiles="NCCC(N)=O.O" homo_ev=-9.5
C 0.402 -0.089 -1.909 3.6 0.3 -0.1
C 0.232 0.996 -0.795 2.1 -2.1 -0.5
C -1.094 0.863 -0.159 -1.6 0.7 0.7
N -1.255 1.028 1.197 0.0 1.4 2.6
O -2.075 0.581 -0.808 -0.2 -0.3 -0.7
N 2.010 -0.277 -2.161 -3.1 0.9 1.7
H -0.019 0.138 -2.847 -0.7 0.9 -1.0
H -0.002 -1.061 -1.700 0.0 -0.4 0.9
H 0.550 1.968 -1.130 -0.8 0.7 -0.5
H 1.087 0.795 -0.138 -0.4 -0.3 0.6
H -2.175 1.245 1.650 0.8 -0.8 -1.6
H -0.595 1.522 1.810 0.4 -0.6 -1.1
H 2.157 -0.980 -2.865 0.1 0.3 -0.4
H 2.353 0.658 -2.393 0.1 -0.7 -0.5
H -0.723 -3.209 4.098 0.5 1.3 1.3
H -0.417 -1.850 3.661 0.2 0.8 -0.2
O -0.437 -2.326 4.489 -0.7 -2.2 -1.1

# 5
15
Properties=species:S:1:pos:R:3:forces:R:3 method="wB97M-V/def2-TZVPD" total_charge=+3 orbital_gap_ev=5.23 mol_weight_g_mol=269.979 homo_ev=-21.4
O 0.913 2.244 1.006 -0.2 -0.6 0.0
P -0.458 2.033 1.484 0.2 1.0 0.6
P -0.651 0.014 0.160 0.1 -0.5 -0.8
N -0.936 0.473 -1.394 -0.6 -1.4 -0.2
C -2.096 0.440 -1.955 0.0 0.2 0.1
S -3.439 0.306 -2.624 0.2 0.4 -0.1
P 1.280 -1.046 0.051 2.7 0.6 0.5
O 1.639 -0.877 -1.399 -1.9 -0.8 -0.5
O 1.055 -2.620 0.285 -0.7 0.9 -0.5
O 2.398 -0.639 1.026 -0.8 -0.2 0.1
H -1.488 2.809 0.921 -0.1 -0.1 0.1
H -0.688 1.613 2.807 -0.2 0.0 0.0
H 0.159 -2.889 -0.014 -0.2 -0.9 1.3
H 2.337 0.181 1.548 0.4 0.1 0.0
V -0.025 -2.042 -1.902 1.0 1.4 -0.6

# 6
64
Properties=species:S:1:pos:R:3:forces:R:3 method="wB97M-V/def2-TZVPD" total_charge=0 relative_energy_kcal_mol=34.70 orbital_gap_ev=8.65 mol_weight_g_mol=432.568 smiles="COc1ccccc1CN1CCC(n2nccc2NC(=O)CCCc2ccccc2)CC1" homo_ev=-8.1
C -3.949 -0.442 0.203 -0.2 -0.2 0.1
H -4.167 -0.216 1.251 0.0 0.0 0.0
O -2.890 0.346 -0.285 0.2 0.4 -0.2
C -3.033 1.705 -0.320 0.1 0.1 -0.1
C -4.164 2.380 0.120 -0.1 -0.3 0.1
C -4.232 3.761 0.032 0.1 0.1 0.0
C -3.185 4.479 -0.512 -0.1 0.2 0.0
C -2.058 3.807 -0.956 -0.1 -0.1 0.0
C -1.953 2.430 -0.855 0.1 -0.2 0.0
C -0.711 1.697 -1.300 -0.1 -0.2 -0.1
N 0.328 1.547 -0.278 -0.1 0.0 0.1
C -0.151 1.045 1.001 0.0 -0.3 0.3
C 1.025 0.479 1.804 -0.1 0.1 -0.1
H 1.308 -0.498 1.412 0.0 0.0 0.1
H 0.702 0.336 2.835 0.0 0.0 0.0
C 2.248 1.411 1.765 -0.3 0.4 0.3
N 3.379 0.859 1.053 0.2 -0.4 -0.3
C 3.494 0.127 -0.087 0.6 -0.2 -0.1
C 4.841 -0.122 -0.272 -0.2 0.0 -0.1
C 5.465 0.510 0.807 -0.4 0.0 -0.1
N 4.585 1.096 1.591 0.4 0.4 0.6
H 6.511 0.559 1.037 0.2 0.0 0.1
H 5.283 -0.687 -1.063 0.0 -0.1 -0.1
N 2.406 -0.251 -0.857 0.0 0.2 0.2
C 2.429 -1.299 -1.727 -0.3 0.0 -0.3
O 3.385 -2.024 -1.891 0.2 -0.2 -0.1
C 1.121 -1.479 -2.483 0.0 -0.1 0.0
H 0.865 -0.538 -2.974 0.0 0.0 -0.1
C -0.031 -1.912 -1.576 0.3 -0.2 -0.1
H -0.193 -1.166 -0.797 -0.1 0.1 0.0
H -0.948 -1.974 -2.169 0.0 0.1 0.1
C 0.214 -3.265 -0.899 -0.2 0.3 0.0
C -0.935 -3.555 0.024 0.1 -0.1 0.0
C -0.930 -3.076 1.328 0.0 0.0 0.0
C -2.019 -3.273 2.158 0.0 0.1 0.1
C -3.133 -3.952 1.694 -0.1 0.0 0.1
C -3.147 -4.435 0.396 -0.1 0.0 0.0
C -2.057 -4.235 -0.432 0.0 0.0 0.0
H -2.074 -4.614 -1.444 0.0 0.0 -0.1
H -4.012 -4.970 0.029 -0.1 0.0 0.0
H -3.984 -4.106 2.340 -0.1 0.0 0.1
H -1.998 -2.897 3.171 0.0 0.0 0.1
H -0.061 -2.552 1.699 0.1 0.1 0.0
H 1.151 -3.226 -0.342 0.0 -0.1 0.0
H 0.302 -4.045 -1.657 0.1 0.0 0.0
H 1.292 -2.237 -3.249 0.1 0.1 0.0
H 1.553 0.316 -0.750 -0.1 0.0 -0.1
C 1.855 2.796 1.235 0.0 -0.2 0.0
C 1.148 2.749 -0.121 0.2 0.2 0.0
H 1.886 2.748 -0.931 0.0 0.1 0.0
H 0.543 3.660 -0.217 0.1 -0.1 0.0
H 2.749 3.415 1.155 0.0 0.0 0.1
H 1.199 3.256 1.976 0.0 0.0 0.0
H 2.642 1.553 2.777 -0.1 -0.1 -0.3
H -0.876 0.252 0.813 0.0 0.1 0.0
H -0.662 1.830 1.579 -0.1 -0.1 0.0
H -0.256 2.216 -2.147 0.0 -0.1 0.0
H -1.006 0.695 -1.621 0.1 0.1 -0.1
H -1.250 4.366 -1.408 0.1 0.0 0.0
H -3.244 5.553 -0.597 0.0 0.1 0.0
H -5.117 4.270 0.383 -0.1 0.0 0.0
H -5.001 1.839 0.533 -0.1 -0.1 0.0
H -3.606 -1.474 0.125 -0.1 0.0 0.0
H -4.855 -0.313 -0.396 0.0 0.0 0.0

# 7
13
Properties=species:S:1:pos:R:3:forces:R:3 method="wB97M-V/def2-TZVPD" total_charge=0 relative_energy_kcal_mol=105.45 orbital_gap_ev=9.05 mol_weight_g_mol=98.101 homo_ev=-8.4
C -0.090 1.157 0.846 -0.3 0.0 0.0
O 1.099 1.077 0.072 -0.1 0.0 -0.3
C 0.985 -0.076 -0.749 0.1 -0.6 -0.1
C 1.083 -1.383 0.064 1.4 0.5 1.4
O 0.180 -1.191 1.062 0.4 -0.2 -0.1
C -0.747 -0.189 0.571 -0.1 0.0 -0.2
C -0.463 -0.499 -0.925 -0.3 -0.4 -0.3
H -0.698 2.015 0.528 0.0 -0.2 0.0
H 0.163 1.267 1.909 -0.1 -0.1 -0.2
H 1.622 0.036 -1.626 -0.1 -0.2 0.2
H -0.299 -1.631 -0.964 -1.2 0.7 -0.5
H -1.746 -0.337 0.985 0.2 -0.1 0.0
H -1.090 -0.245 -1.774 0.0 0.6 0.1